Entry 1:
The following is a DFT calculation (ωB97M-V/def2-TZVPD) of a cluster of 5 separate species, C19H46N2O5 in total in a non-equilibrium geometry.

Atoms and positions in Å:
C (-10.131, -2.656, -2.047)
O (-8.875, -3.206, -2.195)
H (-10.660, -2.751, -2.995)
H (-10.738, -3.252, -1.365)
H (-10.086, -1.587, -1.835)
H (-8.986, -4.160, -2.201)
C (7.881, -4.593, 2.060)
C (6.380, -4.132, 1.939)
C (6.382, -2.655, 1.594)
C (4.963, -2.059, 1.297)
C (4.369, -2.957, 0.210)
C (4.292, -4.511, 0.540)
N (5.652, -4.896, 0.984)
O (5.699, -6.306, 1.301)
C (3.204, -4.778, 1.481)
C (3.974, -5.159, -0.783)
C (5.767, -4.240, 3.385)
H (8.080, -4.924, 1.041)
H (7.961, -5.469, 2.704)
H (8.610, -3.887, 2.457)
H (6.913, -2.046, 2.326)
H (7.017, -2.515, 0.719)
H (5.055, -1.059, 0.874)
H (4.320, -2.016, 2.176)
H (4.880, -2.758, -0.732)
H (3.327, -2.658, 0.093)
H (3.203, -5.849, 1.684)
H (3.332, -4.203, 2.399)
H (2.282, -4.359, 1.077)
H (3.278, -4.506, -1.311)
H (4.842, -5.064, -1.435)
H (3.554, -6.165, -0.806)
H (4.935, -3.596, 3.670)
H (6.506, -4.222, 4.186)
H (5.288, -5.204, 3.556)
H (5.999, -6.727, 0.492)
C (-0.773, 7.959, -0.500)
C (-1.583, 6.923, 0.286)
C (-2.858, 7.634, 0.815)
C (-4.021, 6.741, 1.295)
C (-4.364, 5.779, 0.137)
C (-3.160, 4.844, -0.349)
N (-2.002, 5.765, -0.569)
O (-0.905, 5.135, -1.159)
C (-2.800, 3.778, 0.745)
C (-3.632, 4.150, -1.633)
C (-0.780, 6.466, 1.534)
H (0.119, 7.435, -0.843)
H (-1.273, 8.230, -1.429)
H (-0.610, 8.865, 0.083)
H (-2.700, 8.238, 1.708)
H (-3.214, 8.326, 0.051)
H (-3.807, 6.206, 2.221)
H (-4.889, 7.378, 1.464)
H (-4.846, 6.274, -0.707)
H (-5.147, 5.257, 0.687)
H (-2.697, 4.209, 1.741)
H (-1.950, 3.149, 0.484)
H (-3.694, 3.164, 0.857)
H (-2.857, 3.484, -2.011)
H (-3.761, 4.848, -2.460)
H (-4.555, 3.574, -1.574)
H (-1.365, 5.942, 2.290)
H (-0.002, 5.771, 1.218)
H (-0.221, 7.240, 2.059)
H (-0.390, 4.776, -0.433)
O (-3.449, -3.234, -4.233)
H (-3.788, -4.128, -4.183)
H (-4.150, -2.690, -3.875)
O (-4.487, -8.770, -6.868)
H (-4.154, -9.002, -6.001)
H (-3.703, -8.592, -7.387)

## Properties
2S+1   1
SMILES   CC1(C)CCCC(C)(C)N1O.CC1(C)CCCC(C)(C)N1O.CO.O.O
LUMO   0.62 eV

Population analysis type Mulliken, resulting atomic charges in e:
1 C -0.500
2 O -0.483
3 H 0.243
4 H 0.229
5 H 0.214
6 H 0.297
7 C -1.965
8 C 1.715
9 C -1.408
10 C -0.665
11 C -1.280
12 C 1.747
13 N 0.201
14 O -0.475
15 C -1.734
16 C -2.001
17 C -1.751
18 H 0.470
19 H 0.404
20 H 0.379
21 H 0.413
22 H 0.456
23 H 0.377
24 H 0.331
25 H 0.422
26 H 0.452
27 H 0.365
28 H 0.340
29 H 0.424
30 H 0.420
31 H 0.497
32 H 0.383
33 H 0.300
34 H 0.409
35 H 0.441
36 H 0.333
37 C -1.925
38 C 1.490
39 C -1.132
40 C -0.701
41 C -1.080
42 C 1.569
43 N 0.161
44 O -0.460
45 C -1.672
46 C -1.893
47 C -1.622
48 H 0.398
49 H 0.452
50 H 0.377
51 H 0.369
52 H 0.412
53 H 0.326
54 H 0.378
55 H 0.389
56 H 0.374
57 H 0.332
58 H 0.353
59 H 0.447
60 H 0.394
61 H 0.441
62 H 0.354
63 H 0.311
64 H 0.368
65 H 0.440
66 H 0.351
67 O -0.638
68 H 0.315
69 H 0.322
70 O -0.638
71 H 0.317
72 H 0.321


Entry 2:
The following is a DFT calculation (ωB97M-V/def2-TZVPD) of a structure of composition H4NPS2 in a non-equilibrium geometry.

Atoms and positions in Å:
N (0.507, 1.203, -0.275)
P (0.177, 0.182, 1.011)
S (-2.313, -0.816, 0.090)
S (1.314, -1.403, 0.164)
H (-0.018, 2.129, -0.001)
H (0.235, 0.974, -1.160)
H (-1.823, -0.598, -1.155)
H (1.921, -1.671, 1.326)

## Properties
2S+1   1
LUMO   -0.87 eV

Population analysis type Mulliken, resulting atomic charges in e:
1 N -0.489
2 P 0.279
3 S -0.390
4 S -0.197
5 H 0.297
6 H 0.273
7 H 0.073
8 H 0.155


Entry 3:
The following is a DFT calculation (ωB97M-V/def2-TZVPD) of a cluster of 8 separate species, C12H40O8 in total in a non-equilibrium geometry.

Atoms and positions in Å:
O (-19.130, 9.051, -20.501)
H (-18.385, 8.676, -20.002)
H (-19.886, 8.516, -20.213)
O (-17.130, 7.956, -18.821)
H (-16.213, 8.211, -18.672)
H (-17.122, 6.984, -18.943)
O (-17.981, 5.384, -19.431)
H (-17.729, 4.983, -20.272)
H (-18.812, 5.861, -19.609)
O (-20.600, 6.791, -19.583)
H (-21.143, 6.959, -18.802)
H (-21.151, 6.244, -20.159)
C (-16.832, 11.359, -21.608)
C (-18.196, 12.038, -21.564)
C (-18.183, 13.414, -22.200)
O (-19.152, 11.261, -22.249)
H (-16.017, 11.921, -21.149)
H (-16.536, 11.193, -22.647)
H (-16.938, 10.388, -21.119)
H (-18.463, 12.139, -20.504)
H (-19.161, 13.890, -22.085)
H (-18.023, 13.357, -23.277)
H (-17.434, 14.016, -21.686)
H (-19.255, 10.411, -21.785)
C (-17.462, 8.130, -14.949)
C (-18.690, 7.491, -15.558)
C (-19.849, 7.360, -14.591)
O (-19.163, 8.242, -16.684)
H (-17.722, 9.040, -14.407)
H (-16.762, 8.373, -15.750)
H (-16.945, 7.467, -14.253)
H (-18.463, 6.490, -15.955)
H (-19.992, 8.311, -14.069)
H (-19.677, 6.589, -13.837)
H (-20.789, 7.109, -15.080)
H (-18.617, 8.056, -17.459)
C (-18.042, 7.243, -23.273)
C (-16.779, 7.186, -24.116)
C (-15.924, 8.439, -23.972)
O (-16.075, 6.017, -23.711)
H (-18.532, 6.267, -23.336)
H (-18.773, 7.951, -23.666)
H (-17.825, 7.514, -22.240)
H (-17.098, 7.147, -25.167)
H (-15.264, 8.402, -23.099)
H (-16.526, 9.341, -23.896)
H (-15.224, 8.521, -24.812)
H (-15.268, 5.949, -24.233)
C (-25.230, 9.010, -18.380)
C (-24.888, 7.748, -19.178)
C (-23.849, 8.011, -20.250)
O (-24.518, 6.656, -18.349)
H (-26.157, 8.860, -17.823)
H (-25.371, 9.863, -19.037)
H (-24.462, 9.167, -17.616)
H (-25.819, 7.446, -19.665)
H (-23.602, 7.083, -20.776)
H (-22.881, 8.336, -19.847)
H (-24.163, 8.752, -20.983)
H (-23.688, 6.884, -17.913)

## Properties
2S+1   1
SMILES   CC(C)O.CC(C)O.CC(C)O.CC(C)O.O.O.O.O
LUMO   0.08 eV

Population analysis type Mulliken, resulting atomic charges in e:
1 O -0.396
2 H 0.240
3 H 0.226
4 O -0.645
5 H 0.234
6 H 0.385
7 O -0.677
8 H 0.336
9 H 0.355
10 O -0.613
11 H 0.215
12 H 0.269
13 C -1.012
14 C 0.773
15 C -1.481
16 O -0.558
17 H 0.431
18 H 0.172
19 H 0.094
20 H 0.161
21 H 0.358
22 H 0.355
23 H 0.372
24 H 0.367
25 C -1.187
26 C 0.765
27 C -1.386
28 O -0.531
29 H 0.311
30 H 0.253
31 H 0.365
32 H 0.239
33 H 0.324
34 H 0.375
35 H 0.283
36 H 0.205
37 C -1.109
38 C 0.569
39 C -1.229
40 O -0.566
41 H 0.354
42 H 0.418
43 H 0.146
44 H 0.168
45 H 0.344
46 H 0.160
47 H 0.436
48 H 0.321
49 C -1.174
50 C 0.408
51 C -1.058
52 O -0.527
53 H 0.320
54 H 0.345
55 H 0.289
56 H 0.263
57 H 0.279
58 H 0.157
59 H 0.402
60 H 0.306


Entry 4:
The following is a DFT calculation (ωB97M-V/def2-TZVPD) of the molecule C5H8N2 in a non-equilibrium geometry.

Atoms and positions in Å:
N (-0.230, -1.588, -1.051)
C (-0.218, -0.977, 0.231)
C (1.173, -0.899, 0.817)
N (1.959, -1.640, 1.236)
C (-0.880, 0.548, 0.265)
C (-0.205, 1.514, -0.695)
C (0.111, 1.529, 0.786)
H (-0.478, -2.559, -1.162)
H (0.433, -1.246, -1.727)
H (-0.723, -1.667, 0.929)
H (-1.955, 0.469, 0.445)
H (0.590, 1.070, -1.293)
H (-0.730, 2.303, -1.252)
H (0.037, 2.361, 1.498)
H (1.117, 0.782, 0.972)

## Properties
2S+1   1
SMILES   N#C[C@H](N)C1CC1
LUMO   0.70 eV

Population analysis type Mulliken, resulting atomic charges in e:
1 N -0.464
2 C 0.053
3 C 0.095
4 N -0.515
5 C -0.244
6 C -0.727
7 C -0.199
8 H 0.202
9 H 0.190
10 H 0.366
11 H 0.352
12 H 0.159
13 H 0.281
14 H 0.352
15 H 0.099


Entry 5:
The following is a DFT calculation (ωB97M-V/def2-TZVPD) of a cluster of 2 separate species, C3H3F2N in total in a non-equilibrium geometry.

Atoms and positions in Å:
C (-0.382, 0.055, 1.683)
C (0.314, 0.886, -1.538)
C (0.105, -1.101, 1.161)
N (-0.987, 0.927, 2.116)
F (-0.208, -0.162, -2.113)
F (-0.715, -1.695, 0.261)
H (1.334, 0.943, -1.733)
H (-0.309, 1.791, -1.451)
H (0.848, -1.643, 1.614)

## Properties
2S+1   3
LUMO (alpha / beta)   0.93 / -1.41 eV
Expectation value of S²   2.02

Population analysis type Mulliken, resulting atomic charges in e:
1 C 0.548
2 C -0.422
3 C -0.404
4 N -0.334
5 F -0.195
6 F -0.189
7 H 0.312
8 H 0.305
9 H 0.380


Entry 6:
The following is a DFT calculation (ωB97M-V/def2-TZVPD) of a cluster of 2 separate species, C4H11NO2S in total in a non-equilibrium geometry.

Atoms and positions in Å:
C (1.234, -0.293, -0.507)
C (0.737, 0.147, 0.851)
C (0.300, 1.614, 1.001)
S (1.582, 2.833, 0.717)
C (0.128, -0.324, -1.539)
N (-0.424, -1.562, -1.756)
O (-0.325, 0.647, -2.112)
H (1.615, -1.298, -0.433)
H (2.076, 0.308, -0.854)
H (-0.075, -0.406, 1.335)
H (1.587, 0.015, 1.527)
H (-0.569, 1.840, 0.381)
H (-0.013, 1.735, 2.026)
H (1.619, 2.763, -0.621)
H (-1.269, -1.547, -2.306)
H (-0.051, -2.457, -1.481)
H (-3.397, -0.991, 1.162)
H (-1.952, -1.316, 1.188)
O (-2.804, -1.708, 1.421)

## Properties
2S+1   1
SMILES   NC(=O)CCCS.O
LUMO   0.59 eV

Population analysis type Mulliken, resulting atomic charges in e:
1 C -0.469
2 C -0.384
3 C -0.726
4 S -0.221
5 C 0.484
6 N -0.385
7 O -0.614
8 H 0.285
9 H 0.312
10 H 0.170
11 H 0.296
12 H 0.338
13 H 0.368
14 H 0.120
15 H 0.235
16 H 0.193
17 H 0.318
18 H 0.342
19 O -0.664